Entry from the OMol25 dataset: C29H22AuCl2N5PSe as an isolated structure at a distorted geometry (ωB97M-V/def2-TZVPD).

```
61
Properties=species:S:1:pos:R:3:forces:R:3:lowdin_charge:R:1
Au 0.416 -1.231 -0.797 0.2 0.2 0.1 0.7079
N -1.516 -2.387 0.733 -0.1 -0.2 0.1 0.0301
C -1.806 -1.721 1.967 0.1 0.1 -0.2 -0.3253
C -2.662 -2.292 2.900 0.0 0.0 0.1 -0.0290
C -2.917 -1.664 4.108 0.0 0.0 0.0 -0.0630
C -2.318 -0.445 4.391 0.0 0.0 0.0 -0.0672
C -1.466 0.130 3.465 0.0 0.1 0.0 -0.0709
C -1.197 -0.490 2.244 0.2 0.0 0.2 -0.3068
P -0.040 0.291 1.065 -0.8 -0.1 -0.8 1.0193
C 0.897 1.478 2.051 0.3 -0.2 0.1 -0.3779
C 2.008 0.993 2.743 0.0 0.0 0.1 -0.1230
C 2.740 1.832 3.567 0.0 0.0 0.0 -0.0757
C 2.372 3.166 3.696 0.0 0.0 0.0 -0.0673
C 1.270 3.653 3.010 0.0 0.0 0.0 -0.0638
C 0.530 2.812 2.189 0.0 0.1 -0.1 -0.0808
C -1.143 1.343 0.030 0.1 0.1 0.2 -0.3900
C -2.527 1.301 0.128 -0.1 0.0 0.0 -0.0785
C -3.319 2.015 -0.766 0.1 0.0 0.0 -0.0790
C -2.733 2.789 -1.754 0.0 0.0 0.0 -0.0818
C -1.345 2.847 -1.849 -0.1 0.0 0.0 -0.0822
C -0.559 2.125 -0.968 0.1 0.0 0.0 -0.1351
H -2.224 -2.222 0.024 0.1 0.1 -0.1 0.0735
H -1.449 -3.388 0.875 -0.1 0.0 0.0 0.0882
H -3.130 -3.241 2.671 0.0 0.0 0.0 0.1155
H -3.584 -2.124 4.824 0.0 0.0 0.0 0.1109
H -2.508 0.055 5.331 0.0 0.0 0.0 0.1102
H -0.997 1.078 3.700 0.0 0.0 0.0 0.1046
H 2.286 -0.048 2.644 0.0 0.0 0.0 0.0795
H 3.595 1.447 4.108 0.0 0.0 0.0 0.1060
H 2.944 3.825 4.336 0.0 0.0 0.0 0.1098
H 0.980 4.689 3.115 0.0 0.0 0.0 0.1104
H -0.332 3.202 1.662 0.0 0.0 0.0 0.1089
H -3.002 0.707 0.898 0.0 0.0 0.0 0.1050
H -4.397 1.971 -0.680 0.0 0.0 0.0 0.1093
H -3.350 3.351 -2.443 0.0 0.0 0.0 0.1083
H -0.879 3.458 -2.611 0.0 0.0 0.0 0.1100
H 0.522 2.166 -1.064 0.0 0.0 0.0 0.1046
Se 5.168 -0.479 1.139 0.0 -0.2 -0.1 1.1699
N 5.769 -2.054 0.570 -0.2 0.2 0.1 -0.2126
C 4.762 -2.618 -0.069 0.3 -0.3 0.0 -0.3908
C 4.820 -3.894 -0.722 0.0 0.2 0.1 0.0211
C 3.710 -4.307 -1.370 -0.2 0.1 0.0 -0.0292
C 2.528 -3.487 -1.370 0.1 -0.4 -0.1 -0.1095
N 2.417 -2.338 -0.775 0.0 0.1 0.2 -0.0129
C 3.542 -1.867 -0.120 -0.4 0.2 -0.2 -0.4611
N 3.543 -0.689 0.458 0.2 0.0 0.1 -0.2230
H 5.731 -4.474 -0.688 0.0 0.0 0.0 0.1280
H 3.678 -5.250 -1.897 0.0 0.0 0.0 0.1132
H 1.654 -3.849 -1.897 0.0 0.0 0.0 0.1131
Cl -3.824 -0.939 -3.057 0.0 0.0 0.0 0.7664
C -2.476 -0.236 -3.828 -0.1 0.1 -0.1 -0.5900
C -2.686 0.521 -4.959 0.1 -0.1 0.1 -0.0916
C -1.586 1.094 -5.582 0.0 0.1 -0.2 -0.0157
C -0.286 0.950 -5.107 0.0 -0.1 0.2 -0.0985
C -0.066 0.222 -3.960 -0.2 0.1 -0.2 -0.5916
Cl 1.542 0.072 -3.414 0.0 0.0 0.0 0.7431
C -1.160 -0.427 -3.261 0.0 0.0 0.3 -0.4698
N -1.057 -1.163 -2.184 0.5 -0.1 0.1 -0.0263
H -3.684 0.653 -5.349 0.0 0.0 0.0 0.1148
H -1.746 1.678 -6.480 0.0 0.0 0.0 0.1258
H 0.544 1.409 -5.623 0.0 0.0 0.0 0.1127
```
Forces are in eV/Å.

Output
Orbital gap (alpha / beta) = 5.786 / 5.653 eV
ΔE to the lowest compared entry with this formula, charge and spin = 25.4 kJ/mol
Total charge = +1
Energy = -141245.0366 eV